A cluster of 5 separate species, C32H66IO9PS in total. Source: the Open Molecules 2025 dataset; level of theory: ωB97M-V/def2-TZVPD.

The geometry in XYZ format:
```
110
Properties=species:S:1:pos:R:3:forces:R:3:lowdin_charge:R:1
C 4.225 -5.018 1.927 0.546 -0.028 -0.204 -0.140
C 3.331 -5.736 0.787 -0.136 0.527 0.692 -0.261
C 1.809 -5.849 1.322 -0.378 0.008 -0.726 -0.234
C 0.875 -6.780 0.370 0.954 0.523 0.200 -0.205
C 0.998 -6.161 -1.126 -0.565 -1.292 0.441 -0.237
C -0.358 -6.292 -1.985 0.230 0.697 -0.691 -0.212
C -0.138 -5.887 -3.548 -0.167 0.207 0.515 -0.219
C 0.939 -4.704 -3.667 -0.765 -0.397 -0.572 -0.242
C 0.868 -3.875 -5.045 1.309 -0.053 0.407 -0.199
C 2.200 -2.924 -5.088 -0.682 -0.156 -0.490 -0.198
C 1.812 -1.353 -5.296 1.646 -0.227 0.756 -0.187
C 2.090 -0.529 -3.944 -0.517 -0.008 0.792 -0.215
C 0.790 0.301 -3.405 1.981 0.316 -0.070 -0.175
C 1.249 0.910 -1.979 -0.577 -0.283 0.500 -0.223
C 0.048 1.155 -0.937 -0.824 -0.612 -0.745 -0.168
C 0.171 0.142 0.302 -0.424 0.518 -0.729 -0.129
C 1.116 0.604 1.512 0.883 -1.351 1.140 -0.313
C 1.739 -0.833 1.995 -1.117 0.952 0.567 -0.035
C 2.208 -0.853 3.517 -0.268 -4.617 2.612 -0.368
O 1.885 -1.870 4.201 1.228 4.097 -2.870 0.056
O 3.000 0.130 4.174 -0.503 -0.702 -1.939 0.013
C 2.298 1.665 1.279 -1.040 -0.308 1.753 -0.400
P 3.836 1.230 0.271 1.510 1.260 -0.057 0.403
S 5.383 1.975 1.219 -0.290 -0.225 -0.099 0.104
O 1.647 2.978 1.076 -2.154 -1.278 1.441 -0.037
C 0.487 2.900 1.945 -2.864 2.279 0.870 -0.281
O -0.354 3.824 2.128 4.125 -3.737 -1.298 0.074
C 0.390 1.451 2.700 0.121 0.753 -1.474 -0.130
C -1.034 0.970 3.241 0.456 0.829 1.284 -0.094
C -0.787 0.349 4.725 -0.964 -5.206 -0.620 -0.727
O -0.899 -0.892 4.916 0.471 5.728 -0.772 -0.052
I -0.287 1.613 6.457 -0.192 -0.328 -1.044 0.779
H 3.589 -4.619 2.803 0.973 -0.726 -1.386 0.070
H 5.014 -5.766 2.322 -1.337 1.312 -0.432 0.075
H 4.807 -4.124 1.484 -0.885 -1.406 0.729 0.066
H 3.363 -5.057 -0.147 -0.118 -1.349 1.367 0.097
H 3.792 -6.762 0.530 -0.888 1.581 0.328 0.113
H 1.373 -4.785 1.246 0.594 -1.448 0.370 0.105
H 1.766 -6.170 2.426 0.185 0.386 -1.710 0.113
H -0.211 -6.817 0.747 1.626 0.169 -0.564 0.109
H 1.315 -7.843 0.419 -0.841 1.485 -0.227 0.109
H 1.332 -5.069 -0.981 -0.564 -1.726 -0.642 0.089
H 1.800 -6.792 -1.660 -0.947 1.326 0.690 0.122
H -1.127 -5.536 -1.578 1.009 -1.397 -0.360 0.113
H -0.774 -7.366 -1.987 0.580 1.718 0.418 0.114
H 0.165 -6.830 -4.129 -0.211 1.493 0.696 0.110
H -1.146 -5.532 -3.986 1.515 -0.585 0.672 0.110
H 0.734 -3.965 -2.800 0.565 -1.111 -1.357 0.115
H 1.983 -5.184 -3.562 -1.541 1.028 -0.047 0.118
H -0.077 -3.236 -5.118 1.237 -0.932 0.240 0.103
H 0.901 -4.560 -5.959 -0.218 0.751 1.336 0.107
H 2.791 -3.102 -4.115 -0.947 0.562 -1.429 0.092
H 2.906 -3.283 -5.933 -1.256 0.627 1.261 0.107
H 2.558 -0.965 -6.083 -1.589 -0.348 0.910 0.104
H 0.719 -1.206 -5.588 1.605 -0.333 0.073 0.101
H 2.949 0.234 -4.014 -1.465 -1.404 -0.155 0.090
H 2.406 -1.262 -3.102 -0.650 1.019 -1.319 0.099
H 0.637 1.145 -4.183 -0.234 -1.339 1.357 0.117
H -0.128 -0.369 -3.292 1.218 0.995 -0.206 0.112
H 1.841 1.882 -2.055 -0.672 -1.434 -0.202 0.081
H 1.919 0.089 -1.507 -0.803 1.454 -0.765 0.080
H -0.100 2.257 -0.642 0.448 -1.774 -0.305 0.118
H -0.926 0.864 -1.495 1.487 0.493 0.957 0.114
H -0.912 -0.114 0.623 1.907 0.485 0.009 0.123
H 0.602 -0.857 -0.092 -0.697 1.666 0.460 0.121
H 0.848 -1.569 1.925 1.627 1.074 0.524 0.139
H 2.517 -1.239 1.250 -0.909 0.804 1.382 0.114
H 3.918 -0.205 4.296 -0.924 0.103 -0.023 0.135
H 2.753 1.837 2.333 -0.086 -0.954 -1.819 0.112
H 4.038 -0.192 0.124 -0.934 0.734 -0.116 -0.009
H 3.823 1.761 -1.078 -0.576 -0.640 0.872 -0.012
H 1.016 1.641 3.639 -0.255 -0.598 -1.424 0.122
H -1.707 1.881 3.411 0.895 -1.215 -0.497 0.109
H -1.549 0.158 2.631 0.812 1.147 0.829 0.120
C -4.250 4.501 3.500 -0.009 0.125 -0.031 -0.076
C -5.412 3.702 4.054 0.388 -0.022 -0.057 -0.311
O -5.665 2.568 3.231 -0.181 -0.274 -0.205 -0.092
H -4.463 4.833 2.481 -0.040 0.007 0.103 0.086
H -4.048 5.378 4.121 0.069 -0.077 -0.030 0.054
H -3.345 3.888 3.453 0.023 0.087 0.100 0.061
H -6.318 4.311 4.079 -0.017 -0.218 -0.074 0.114
H -5.199 3.356 5.071 -0.044 0.166 0.072 0.111
H -4.862 2.030 3.221 -0.193 0.130 0.016 0.075
C 3.811 4.154 -5.515 0.101 0.103 -0.077 -0.089
C 3.421 2.690 -5.506 -0.110 0.344 0.133 -0.311
O 3.536 2.157 -4.191 0.193 0.183 0.156 -0.125
H 4.837 4.280 -5.160 -0.062 -0.069 -0.094 0.079
H 3.732 4.574 -6.521 -0.014 0.034 0.077 0.077
H 3.168 4.730 -4.842 -0.055 -0.013 -0.116 0.076
H 4.078 2.115 -6.162 -0.049 -0.084 0.201 0.118
H 2.389 2.558 -5.850 0.034 0.008 -0.182 0.109
H 2.946 2.665 -3.618 0.146 -0.070 -0.165 0.065
C -3.211 8.127 4.660 0.089 -0.151 -0.039 -0.102
C -4.675 8.521 4.637 0.338 0.292 0.041 -0.328
O -4.969 9.382 5.730 -0.163 0.055 0.121 -0.086
H -2.964 7.623 5.598 -0.083 -0.018 -0.086 0.079
H -2.974 7.460 3.828 0.082 0.077 0.030 0.064
H -2.571 9.012 4.596 -0.037 -0.043 -0.116 0.073
H -5.310 7.636 4.724 -0.059 0.170 0.114 0.104
H -4.926 9.036 3.705 -0.004 -0.185 -0.121 0.109
H -4.411 10.166 5.642 -0.146 -0.183 0.044 0.082
C -6.791 -0.355 0.092 -0.085 -0.180 -0.012 -0.094
C -5.511 0.384 -0.245 -0.332 0.222 0.264 -0.333
O -5.762 1.779 -0.346 0.099 0.115 -0.049 -0.089
H -7.550 -0.176 -0.673 0.133 -0.038 -0.003 0.078
H -6.613 -1.431 0.167 -0.064 0.033 0.038 0.073
H -7.204 0.000 1.041 0.100 -0.077 0.011 0.073
H -5.114 0.042 -1.203 0.006 0.189 0.039 0.110
H -4.750 0.218 0.524 0.067 -0.213 -0.025 0.097
H -6.105 2.077 0.509 0.110 -0.004 -0.146 0.069
```
Forces are in eV/Å.

Properties
- electronic energy (hartree) = -2972.97310
- spin multiplicity = 1
- HOMO-LUMO gap (eV) = 8.7683
- structure (SMILES) = CCCCCCCCCCCCCCCC[C@@]1(CC(=O)O)[C@@H]([PH2]=S)OC(=O)[C@H]1CC(=O)I.CCO.CCO.CCO.CCO